No. 1
Density functional theory data (wB97M-V/def2-TZVPD) for 5 unconnected molecules or ions with the total composition C16H30FNO11S3 in a non-equilibrium geometry.

```
62
C16H30FNO11S3 wB97M-V/def2-TZVPD
O 9.74238 -1.02283 -16.43900
C 9.68450 0.05833 -15.98234
O 10.01139 1.22036 -16.61631
C 9.59565 2.31950 -15.81742
C 8.94949 1.69198 -14.57109
F 7.58556 1.83769 -14.62369
O 9.28692 0.34586 -14.71409
H 10.35407 3.07229 -15.61270
H 8.81472 2.78534 -16.42337
H 9.29848 2.09540 -13.62212
C 14.82704 6.96440 -10.48878
N 15.51059 5.98610 -11.39729
O 15.42898 4.80243 -11.15153
O 16.14557 6.48959 -12.30577
H 15.60473 7.60218 -10.08811
H 14.21359 6.44060 -9.76179
H 14.11902 7.54966 -11.07362
O 15.32663 -1.00289 -12.76532
S 14.39737 0.07001 -12.43397
O 13.91751 0.08628 -11.04557
C 15.08883 1.66327 -12.89388
C 13.97558 2.57901 -13.37532
C 12.99977 1.67428 -14.13476
C 13.01512 0.22825 -13.53630
H 15.79252 1.44762 -13.69964
H 15.66027 1.98370 -12.02232
H 13.54098 3.10542 -12.52490
H 14.53330 3.32784 -13.93932
H 13.29589 1.60354 -15.17768
H 11.97202 2.02355 -14.03860
H 13.29447 -0.40445 -14.38474
H 12.15114 -0.26976 -13.10230
O 17.67279 -2.87503 -7.99127
S 17.44561 -1.48839 -7.62944
O 16.81205 -1.13825 -6.36544
C 18.98822 -0.52340 -7.81267
C 18.75830 0.32973 -9.02942
C 17.81449 -0.39540 -10.00042
C 16.62636 -0.75602 -9.08860
H 19.72254 -1.32134 -7.91010
H 19.06115 0.13582 -6.95275
H 18.14706 1.20108 -8.76193
H 19.67257 0.74580 -9.45255
H 18.29585 -1.31596 -10.35446
H 17.50466 0.10103 -10.91763
H 15.86591 -1.42701 -9.47642
H 16.13627 0.18929 -8.84606
O 18.19712 1.50085 -13.90328
S 19.62369 1.31536 -13.66092
O 20.16383 1.50743 -12.33026
C 20.11504 -0.39102 -14.20584
C 20.76330 -0.26653 -15.60354
C 20.54967 1.14064 -16.09512
C 20.53880 2.17012 -14.98084
H 19.33610 -1.13904 -14.09756
H 20.88476 -0.64065 -13.47407
H 21.82860 -0.50496 -15.57614
H 20.32552 -1.04592 -16.22547
H 19.66802 1.19107 -16.74478
H 21.30034 1.47589 -16.82094
H 20.08693 3.15103 -15.10165
H 21.57182 2.34804 -14.67317
```

The maximum force comes out at 2.75 eV Å⁻¹. The calculation puts the energy relative to the best compared isomer or geometry (same formula, charge and spin) at 31.3 kcal/mol. The SMILES is O=C1OC[C@@H](F)O1.C[N+](=O)[O-].O=S1(=O)CCCC1.O=S1(=O)CCCC1.O=S1(=O)CCCC1. The HOMO energy is -9.639 eV.

=====

No. 2
Density functional theory data (wB97M-V/def2-TZVPD) for 4 unconnected molecules or ions with the total composition C2H13NO3S in a non-equilibrium geometry.

```
20
C2H13NO3S wB97M-V/def2-TZVPD
N 0.01635 -1.06768 -1.53247
C 0.54917 -0.26421 -0.37335
C 1.53832 0.90127 -1.02110
S 1.39568 2.51110 -0.19931
H -0.52796 -1.87466 -1.15546
H 0.90765 -1.47142 -1.91945
H -0.33408 0.33501 0.11864
H 1.21815 -0.86792 0.38261
H 1.41371 1.04852 -2.08280
H 2.65105 0.55096 -0.82767
H 0.08996 2.76089 -0.71984
O -2.01543 -2.49165 1.76213
H -1.62069 -1.91088 2.40566
H -2.59245 -3.07030 2.25865
O -1.59277 1.44007 -2.18925
H -0.91162 0.83983 -1.94968
H -2.40980 0.96660 -2.33513
O 0.57987 0.40155 2.76350
H 0.33135 1.22088 3.27347
H 1.31357 0.04203 3.34085
```

The maximum force comes out at 3.16 eV Å⁻¹. The calculation puts the energy relative to the best compared isomer or geometry (same formula, charge and spin) at 27.2 kcal/mol. The SMILES is NCCS.O.O.O. The HOMO energy is -8.651 eV.

=====

No. 3
Density functional theory data (wB97M-V/def2-TZVPD) for a molecular structure, C44H37N6O3PRe in a non-equilibrium geometry.

```
92
C44H37N6O3PRe wB97M-V/def2-TZVPD
Re -0.41882 -0.21131 -0.51922
C 0.08463 -3.11066 5.43213
C -0.43235 -2.70543 4.08584
C -1.63636 -2.01701 3.96785
C -2.11311 -1.63368 2.73240
C -1.39331 -1.89987 1.56580
N -1.82336 -1.44934 0.31610
C -2.97626 -1.95688 -0.19073
C -3.62395 -3.02754 0.46914
C -4.82014 -3.54284 0.04807
C -5.44832 -3.02973 -1.08352
C -6.77781 -3.54319 -1.52965
C -4.78473 -2.04796 -1.80014
C -3.56417 -1.50499 -1.40179
N -2.95999 -0.54638 -2.24255
C -3.55490 0.03283 -3.30694
C -2.62122 0.80168 -3.96068
C -1.45700 0.64885 -3.22512
N -1.66519 -0.17034 -2.19101
C -0.16580 -2.58027 1.67815
C 0.29403 -2.97157 2.93230
N 0.59377 -2.83991 0.51703
C 1.47389 -3.84595 0.34907
C 2.02424 -3.71845 -0.90578
C 1.41979 -2.58840 -1.45117
N 0.56166 -2.06132 -0.58444
H -0.71803 -3.50152 6.05489
H 0.50907 -2.24886 5.94916
H 0.86132 -3.86581 5.34615
H -2.20960 -1.78045 4.84986
H -3.05077 -1.10906 2.64315
H -3.15500 -3.45116 1.34411
H -5.27938 -4.34816 0.60086
H -7.28286 -4.04163 -0.70713
H -6.66224 -4.26211 -2.34045
H -7.40004 -2.72663 -1.88708
H -5.24964 -1.70338 -2.70685
H -4.58962 -0.08315 -3.54597
H -2.75897 1.40415 -4.83181
H -0.50671 1.12311 -3.38977
H 1.23802 -3.48557 3.02736
H 1.63888 -4.59427 1.09840
H 2.76338 -4.34374 -1.36131
H 1.57332 -2.16144 -2.42235
O -2.79014 2.87689 -1.25416
C -1.62418 2.64607 -1.00453
O -1.21100 1.75524 -0.16410
C -0.53410 3.48618 -1.63291
C -0.85778 4.78628 -2.00423
C 0.10324 5.62872 -2.52873
C 1.39791 5.16664 -2.70107
C 1.72327 3.86587 -2.36774
C 0.76599 3.01436 -1.82152
P 1.32138 1.35352 -1.28007
C 2.34452 1.84176 0.14719
C 3.40476 1.01663 0.51400
C 4.19640 1.34456 1.59778
C 3.92110 2.48572 2.33926
C 2.83646 3.27995 2.00989
C 2.04538 2.95763 0.91917
C 2.58993 0.95337 -2.54762
C 3.90356 1.41856 -2.50090
C 4.78559 1.12695 -3.52693
C 4.38074 0.36047 -4.60659
C 3.08364 -0.11729 -4.65650
C 2.19693 0.18033 -3.63690
H -1.87529 5.11299 -1.85584
H -0.14835 6.63977 -2.80850
H 2.15590 5.81472 -3.10963
H 2.73371 3.51706 -2.52406
H 3.60525 0.13406 -0.07800
H 5.03709 0.71798 1.85495
H 4.55070 2.74892 3.17656
H 2.62533 4.17174 2.58313
H 1.20233 3.58313 0.66298
H 4.25739 2.00386 -1.66337
H 5.79666 1.50197 -3.48639
H 5.07149 0.13109 -5.40290
H 2.75921 -0.72356 -5.48814
H 1.18260 -0.19160 -3.67977
O 0.90493 -0.18361 1.35619
N 0.79781 0.33141 2.53066
C 1.73886 -0.00495 3.43508
C 1.71811 0.51614 4.70340
C 0.71384 1.40005 5.07145
C -0.25240 1.72120 4.13035
C -0.19169 1.17738 2.86482
H 2.49299 -0.69053 3.08419
H 2.48337 0.22932 5.40250
H 0.69276 1.82007 6.06287
H -1.05812 2.39455 4.37425
H -0.91443 1.39776 2.08809
```

As for the total charge: +1. As for the expectation value of S²: 2.01. The maximum force comes out at 2.30 eV Å⁻¹. Its spin multiplicity is 3. The calculation puts the energy relative to the best compared isomer or geometry (same formula, charge and spin) at 16.2 kcal/mol. The HOMO energy (spin up / spin down) is -9.140 / -9.568 eV.

=====

No. 4
Density functional theory data (wB97M-V/def2-TZVPD) for a single C4H6N2O2 molecule in a non-equilibrium geometry.

```
14
C4H6N2O2 wB97M-V/def2-TZVPD
O 0.58130 1.43628 1.04926
C 0.06922 1.03772 -0.20220
C -1.35852 0.93369 -0.34050
N -2.10364 0.03218 0.05789
N -1.59793 -1.09368 0.66606
C -0.37661 -1.42933 0.32283
C 0.51638 -0.41833 -0.49248
O 1.90137 -0.54850 -0.03217
H 1.45325 0.96786 1.14117
H 0.33747 1.78590 -0.99694
H -1.87401 1.88379 -0.52651
H 0.05320 -2.32247 0.69615
H 0.39014 -0.78002 -1.50403
H 2.00836 -1.48508 0.16147
```

The maximum force comes out at 4.13 eV Å⁻¹. The calculation puts the energy relative to the best compared isomer or geometry (same formula, charge and spin) at 86.3 kcal/mol. The SMILES is O[C@@H]1C=NN=C[C@@H]1O. The HOMO energy is -9.564 eV.

=====

No. 5
Density functional theory data (wB97M-V/def2-TZVPD) for 2 unconnected molecules or ions with the total composition C7H13N7 in a non-equilibrium geometry.

```
27
C7H13N7 wB97M-V/def2-TZVPD
C -0.11964 -2.10633 -2.69910
C -1.21995 -1.00708 -1.25712
C -3.01804 0.43391 3.04457
C -1.72057 0.56223 2.79103
C 0.12135 0.17379 1.25286
C 1.32823 2.16408 -0.68613
C 0.75845 -0.23861 0.14442
N -1.36329 -1.68342 -2.41065
N -1.13330 -0.11247 1.67573
N 0.74915 -1.65648 -1.72605
N 0.00325 -1.03755 -0.79246
N 0.44795 2.24806 -1.38633
N 2.12818 -1.82011 -1.68773
N 2.27907 2.43800 0.11280
H -0.00943 -2.77948 -3.51393
H -2.02150 -0.49404 -0.78349
H -3.52179 1.01019 3.91358
H -3.57097 -0.16135 2.31514
H -0.98254 1.22129 3.25524
H 0.64453 0.68679 2.05209
H 1.76127 -0.02371 -0.26912
H -1.80860 -0.59161 1.09132
H -0.32061 2.29904 -1.90719
H 2.35023 -2.32271 -0.84930
H 2.57147 -2.30512 -2.41110
H 2.80604 3.37644 0.11219
H 2.86109 1.72626 0.61874
```

As for the total charge: +2. The maximum force comes out at 4.87 eV Å⁻¹. The calculation puts the energy relative to the best compared isomer or geometry (same formula, charge and spin) at 79.7 kcal/mol. The HOMO energy is -15.000 eV.

=====

Q: Among the records above, which one has the highest energy relative to the best compared isomer or geometry (same formula, charge and spin)?
A: C4H6N2O2